Version A
Below is a gas-phase ion, C3H11N2S (charge +1), with properties calculated with ωB97M-V/def2-TZVPD.

Calculated values
net charge = +1
LUMO = -3.4901 eV
HOMO energy = -13.17 eV
SMILES = C[C@H]([NH3+])N(C)S
frontier orbital gap = 9.7 eV

```
17
Properties=species:S:1:pos:R:3:lowdin_charge:R:1
S 2.035 -0.981 -0.156 0.832
N -1.067 -0.262 -1.530 0.227
N 0.787 0.243 0.255 -0.515
C 1.071 1.632 0.204 -0.115
C -0.958 -1.285 1.026 -0.041
C -0.566 -0.092 0.143 -0.345
H 1.153 2.148 -0.726 0.087
H -2.041 -1.300 0.862 0.093
H -0.579 -1.010 -2.078 0.163
H -1.206 0.790 0.517 0.172
H -2.017 -0.263 -1.785 0.114
H -0.316 -2.128 0.819 0.055
H 3.016 -0.880 0.760 -0.119
H -0.733 0.678 -1.777 0.135
H 1.941 1.696 0.792 0.083
H -0.719 -1.058 2.056 0.097
H 0.203 2.070 0.617 0.078
```

***

Version B
Below is a gas-phase ion, C3H11N2S (charge +1), with properties calculated with ωB97M-V/def2-TZVPD.

Calculated values
net charge = +1
LUMO = -3.3724 eV
HOMO energy = -12.94 eV
SMILES = C[NH2+][C@H](N)SC
frontier orbital gap = 9.6 eV

```
17
Properties=species:S:1:pos:R:3:lowdin_charge:R:1
S -1.778 0.968 -0.382 0.788
N 0.998 1.056 0.048 0.008
N 0.050 -1.096 -0.893 0.060
C -0.128 -0.069 -0.035 -0.552
C 2.393 0.568 0.145 -0.042
C -2.741 -0.325 0.454 -0.407
H 2.645 -0.075 -0.728 0.101
H -2.638 -1.109 -0.237 -0.008
H -0.235 -0.392 1.043 0.138
H 0.916 1.615 0.939 0.192
H 2.582 -0.225 0.909 0.123
H 0.919 1.741 -0.651 0.129
H -2.312 -0.566 1.448 0.051
H 3.192 1.321 0.075 0.112
H -3.840 0.084 0.479 0.095
H -0.455 -1.908 -0.737 0.080
H -0.093 -0.949 -1.903 0.133
```

***

Which one is most stable, and which one is least stable? version B is the most stable of them, while version A is the least stable.

***

Version A
Below is 2 unconnected molecules or ions with the total composition C3H11N2S, with properties calculated with ωB97M-V/def2-TZVPD.

Calculated values
net charge = +1
LUMO = -3.7594 eV
HOMO energy = -13.12 eV
frontier orbital gap = 9.4 eV

```
17
Properties=species:S:1:pos:R:3:lowdin_charge:R:1
S -1.870 -0.623 -0.923 0.970
N -1.054 0.561 -0.097 -0.511
N 0.416 -1.262 1.168 0.110
C 0.794 -0.162 0.510 -0.270
C -1.852 1.250 0.925 -0.183
C 1.644 -0.370 -0.653 -0.064
H 2.586 -0.703 -0.088 0.139
H 1.527 -1.245 -1.380 0.109
H -1.611 2.331 0.879 0.093
H 0.274 -2.176 0.734 0.125
H -0.103 -1.218 2.021 0.111
H -1.531 0.724 1.924 0.104
H -2.214 -1.838 -0.300 -0.033
H -0.678 -1.172 -1.509 0.012
H -2.927 1.151 0.787 0.066
H 0.950 0.667 1.070 0.111
H 1.884 0.489 -1.320 0.111
```

***

Version B
Below is 2 unconnected molecules or ions with the total composition C3H11N2S, with properties calculated with ωB97M-V/def2-TZVPD.

Calculated values
net charge = +1
LUMO = -3.7772 eV
HOMO energy = -12.57 eV
frontier orbital gap = 8.8 eV

```
17
Properties=species:S:1:pos:R:3:lowdin_charge:R:1
S 1.330 -0.432 -0.115 0.707
N -4.045 -0.728 0.451 0.184
N -1.786 -0.509 0.969 0.191
C 2.846 1.855 -1.047 -0.144
C 2.916 0.499 -0.305 -0.562
C -2.796 -0.356 0.171 -0.160
H 3.342 0.538 0.691 0.058
H -0.844 -0.409 0.589 -0.020
H -4.272 -0.785 1.438 0.139
H -4.795 -0.370 -0.128 0.138
H -2.568 -0.073 -0.851 0.167
H 1.921 1.950 -1.600 0.058
H 2.880 2.592 -0.241 0.068
H 3.593 -0.146 -0.863 0.064
H -1.845 -0.693 1.960 0.150
H 3.761 2.103 -1.575 0.075
H 1.924 -1.596 -0.446 -0.114
```

***

Which one is most stable, and which one is least stable? version B is the most stable of them, while version A is the least stable.

***

Version A
Below is a molecular structure, C4H6NO2, with properties calculated with ωB97M-V/def2-TZVPD.

Calculated values
net charge = +1
LUMO (spin up / spin down) = -7.3268 / -7.3259 eV
HOMO energy (spin up / spin down) = -15.85 / -15.85 eV
frontier orbital gap (spin up / spin down) = 8.5 / 8.5 eV

```
13
Properties=species:S:1:pos:R:3:lowdin_charge:R:1
O -1.609 -1.260 -3.186 0.325
O 0.301 -1.205 -1.530 0.060
N -1.395 -0.996 -2.106 -0.035
C 1.182 0.326 -0.094 0.015
C -1.972 -0.536 -1.035 0.005
C -1.178 -0.389 0.069 0.145
C 0.168 -0.855 -0.251 -0.470
H -3.049 -0.338 -1.293 0.199
H -1.458 0.071 1.026 0.172
H 1.018 0.841 0.928 0.127
H 2.231 -0.161 -0.363 0.150
H 0.303 -1.791 0.482 0.239
H 1.033 1.000 -0.888 0.068
```

***

Version B
Below is a gas-phase ion, C4H6NO2 (charge +1), with properties calculated with ωB97M-V/def2-TZVPD.

Calculated values
net charge = +1
LUMO = -5.5463 eV
HOMO energy = -14.49 eV
frontier orbital gap = 8.9 eV

```
13
Properties=species:S:1:pos:R:3:lowdin_charge:R:1
O -1.083 -1.978 1.248 0.114
O 0.966 -2.285 1.999 0.151
N 0.032 1.869 -2.380 0.201
C -0.008 1.127 -1.264 -0.068
C 0.423 -0.134 1.054 -0.050
C 0.187 -1.562 1.435 -0.520
C 0.310 0.292 -0.325 0.186
H 1.547 0.117 1.371 0.228
H -1.270 -2.891 1.549 0.157
H -0.775 2.056 -2.889 0.116
H -1.020 0.796 -0.789 0.231
H 0.874 2.187 -2.736 0.115
H -0.181 0.406 1.728 0.140
```

***

Version C
Below is a gas-phase ion, C4H6NO2 (charge +1), with properties calculated with ωB97M-V/def2-TZVPD.

Calculated values
net charge = +1
LUMO = -4.9391 eV
HOMO energy = -15.36 eV
SMILES = OC[n+]1ccco1
frontier orbital gap = 10.4 eV

```
13
Properties=species:S:1:pos:R:3:lowdin_charge:R:1
O 1.257 0.881 0.198 0.134
O -2.250 0.675 0.695 0.060
N -0.056 0.257 -0.008 -0.004
C -1.268 1.022 -0.160 -0.219
C 1.443 -1.342 0.063 0.073
C 0.036 -1.022 0.047 0.067
C 2.112 -0.126 0.138 -0.002
H -3.042 0.494 0.204 0.117
H -0.819 -1.576 -0.192 0.157
H -1.510 0.789 -1.310 0.200
H 3.145 0.097 0.354 0.163
H -0.920 2.097 -0.102 0.170
H 1.872 -2.247 0.071 0.083
```

***

Which one is most stable, and which one is least stable? version C is the most stable of them, while version A is the least stable.

***

Version A
Below is a single C5H8 molecule, with properties calculated with ωB97M-V/def2-TZVPD.

Calculated values
net charge = 0
LUMO = 0.6408 eV
HOMO energy = -9.79 eV
frontier orbital gap = 10.4 eV

```
13
Properties=species:S:1:pos:R:3:lowdin_charge:R:1
C 0.279 -1.524 -0.049 -0.289
C 0.692 -1.421 -1.288 0.136
C -0.142 0.924 0.489 -0.231
C 0.037 0.953 -1.031 -0.138
C -0.211 -0.547 0.995 -0.201
H 0.299 -2.594 0.193 0.100
H 0.377 -0.697 1.911 0.106
H 0.671 1.449 1.006 0.104
H 0.216 1.912 -1.528 0.087
H 0.963 0.370 -1.206 0.029
H -1.236 -0.832 1.264 0.107
H -0.875 0.559 -1.492 0.090
H -1.069 1.447 0.736 0.100
```

***

Version B
Below is a single C5H8 molecule, with properties calculated with ωB97M-V/def2-TZVPD.

Calculated values
net charge = 0
LUMO = 1.2689 eV
HOMO energy = -8.96 eV
SMILES = C=C/C=C/C
frontier orbital gap = 10.2 eV

```
13
Properties=species:S:1:pos:R:3:lowdin_charge:R:1
C 0.209 -0.326 0.650 -0.142
C -1.040 -1.112 0.857 -0.182
C 0.309 0.721 -0.165 -0.165
C -1.914 -1.296 -0.121 -0.008
C 1.652 1.313 -0.479 -0.118
H 2.025 0.880 -1.415 0.076
H -0.513 1.113 -0.750 0.103
H 2.416 1.186 0.286 0.071
H -2.832 -1.858 0.017 0.050
H 1.122 -0.774 1.030 0.103
H 1.632 2.381 -0.665 0.061
H -1.763 -0.977 -1.146 0.058
H -1.302 -1.252 1.901 0.092
```

***

Version C
Below is a single C5H8 molecule, with properties calculated with ωB97M-V/def2-TZVPD.

Calculated values
net charge = 0
LUMO = 0.0636 eV
HOMO energy = -8.33 eV
frontier orbital gap = 8.4 eV

```
13
Properties=species:S:1:pos:R:3:lowdin_charge:R:1
C 1.493 0.084 0.280 0.095
C -0.407 -1.071 0.191 -0.132
C 0.025 0.356 0.591 -0.445
C 1.070 -1.110 -0.490 -0.204
C -0.545 1.482 -0.275 -0.074
H -1.606 1.633 -0.047 0.079
H -0.012 2.422 -0.094 0.078
H -1.338 -1.188 -0.407 0.104
H -0.438 -1.780 1.015 0.087
H -0.462 1.246 -1.342 0.078
H 1.710 -1.997 -0.590 0.095
H 0.742 -0.836 -1.484 0.107
H -0.134 0.618 1.647 0.131
```

***

Version D
Below is a single C5H8 molecule, with properties calculated with ωB97M-V/def2-TZVPD.

Calculated values
net charge = 0
LUMO = 0.9688 eV
HOMO energy = -8.98 eV
SMILES = C=C=C(C)C
frontier orbital gap = 9.9 eV

```
13
Properties=species:S:1:pos:R:3:lowdin_charge:R:1
C 0.359 0.185 -0.326 -0.284
C -0.112 -0.470 0.723 -0.114
C 1.854 0.270 -0.696 -0.065
C -0.925 0.596 -1.113 -0.066
C -1.000 -0.959 1.557 -0.009
H -1.471 -1.930 1.402 0.059
H -1.651 0.800 -0.326 0.061
H 2.176 1.309 -0.803 0.066
H -1.079 1.409 -1.839 0.071
H -1.285 -0.311 -1.613 0.076
H -1.387 -0.358 2.379 0.058
H 2.540 -0.185 0.042 0.077
H 2.074 -0.238 -1.644 0.070
```

***

Which one is most stable, and which one is least stable? version B is the most stable of them, while version C is the least stable.

***

Version A
Below is a single C5H8 molecule, with properties calculated with ωB97M-V/def2-TZVPD.

Calculated values
net charge = 0
LUMO = 1.2557 eV
HOMO energy = -9.36 eV
SMILES = C=CCC=C
frontier orbital gap = 10.6 eV

```
13
Properties=species:S:1:pos:R:3:lowdin_charge:R:1
C 1.583 0.409 1.901 -0.008
C -1.497 -0.175 -1.992 -0.022
C 0.236 0.247 -0.198 -0.230
C -1.005 -0.385 -0.793 -0.190
C 0.633 -0.166 1.161 -0.211
H 2.272 1.066 1.373 0.060
H -2.337 -0.668 -2.468 0.048
H 1.111 0.085 -0.837 0.125
H 1.857 0.019 2.869 0.049
H -0.054 -0.844 1.677 0.097
H -0.962 0.305 -2.817 0.061
H -1.486 -1.062 -0.087 0.095
H -0.049 1.307 -0.158 0.127
```

***

Version B
Below is a single C5H8 molecule, with properties calculated with ωB97M-V/def2-TZVPD.

Calculated values
net charge = 0
LUMO = 1.1265 eV
HOMO energy = -9.97 eV
SMILES = C#CCCC
frontier orbital gap = 11.1 eV

```
13
Properties=species:S:1:pos:R:3:lowdin_charge:R:1
C 1.527 1.119 0.477 -0.130
C -2.549 -1.570 -0.587 0.098
C 0.155 0.460 0.547 -0.277
C -0.092 -0.538 -0.598 -0.241
C -1.437 -1.116 -0.618 -0.159
H 1.644 1.700 -0.432 0.065
H 0.076 -0.079 1.506 0.111
H 1.715 1.787 1.333 0.074
H -0.615 1.260 0.536 0.116
H 0.660 -1.343 -0.524 0.121
H 0.103 -0.019 -1.554 0.120
H 2.336 0.369 0.486 0.076
H -3.523 -2.030 -0.572 0.026
```

***

Which one is most stable, and which one is least stable? version B is the most stable of them, while version A is the least stable.

***

Version A
Below is a single C5H8 molecule, with properties calculated with ωB97M-V/def2-TZVPD.

Calculated values
net charge = 0
LUMO = 1.1151 eV
HOMO energy = -9.69 eV
SMILES = C#CC(C)C
frontier orbital gap = 10.8 eV

```
13
Properties=species:S:1:pos:R:3:lowdin_charge:R:1
C -0.293 0.267 0.434 -0.390
C 1.087 -0.131 0.730 -0.148
C -0.330 1.583 -0.384 -0.062
C 2.068 -0.798 0.515 0.089
C -0.757 -1.106 -0.174 -0.076
H -0.750 1.490 -1.390 0.075
H 2.663 -1.605 0.152 0.036
H -0.918 2.334 0.149 0.068
H -1.656 -1.097 -0.790 0.071
H -0.941 -1.793 0.658 0.081
H 0.067 -1.544 -0.737 0.065
H -0.915 0.405 1.320 0.121
H 0.676 1.996 -0.483 0.071
```

***

Version B
Below is a single C5H8 molecule, with properties calculated with ωB97M-V/def2-TZVPD.

Calculated values
net charge = 0
LUMO = 1.1979 eV
HOMO energy = -10.11 eV
frontier orbital gap = 11.3 eV

```
13
Properties=species:S:1:pos:R:3:lowdin_charge:R:1
C 0.418 0.390 0.736 -0.250
C -0.471 -0.364 -0.693 -0.266
C -0.603 -0.745 0.807 -0.111
C -0.492 1.124 -0.249 -0.111
C 1.053 -0.358 -0.525 -0.111
H -1.445 1.500 0.139 0.102
H -1.564 -0.521 1.281 0.102
H -0.016 1.854 -0.910 0.103
H -0.228 -1.726 1.111 0.103
H 1.549 -1.331 -0.354 0.103
H 1.641 0.243 -1.241 0.103
H 1.208 0.714 1.392 0.115
H -1.023 -0.798 -1.522 0.118
```

***

Version C
Below is a single C5H8 molecule, with properties calculated with ωB97M-V/def2-TZVPD.

Calculated values
net charge = 0
LUMO = 1.1311 eV
HOMO energy = -9.41 eV
SMILES = C=C=CCC
frontier orbital gap = 10.5 eV

```
13
Properties=species:S:1:pos:R:3:lowdin_charge:R:1
C 1.278 -0.013 0.422 -0.257
C 0.176 -0.449 1.390 -0.123
C -1.805 0.130 -1.283 -0.004
C -0.535 0.410 -1.160 -0.138
C 0.730 0.562 -0.871 -0.122
H -2.115 -0.808 -1.737 0.060
H 1.415 1.088 -1.537 0.102
H -0.263 -1.411 1.105 0.076
H -2.582 0.782 -0.888 0.060
H 1.932 -0.861 0.172 0.107
H -0.641 0.277 1.378 0.069
H 0.548 -0.526 2.415 0.068
H 1.918 0.737 0.903 0.102
```

***

Version D
Below is a single C5H8 molecule, with properties calculated with ωB97M-V/def2-TZVPD.

Calculated values
net charge = 0
LUMO = 1.2785 eV
HOMO energy = -9.38 eV
SMILES = C[C@@H]1C=CC1
frontier orbital gap = 10.7 eV

```
13
Properties=species:S:1:pos:R:3:lowdin_charge:R:1
C 1.155 1.024 -0.668 -0.085
C -0.229 0.035 0.543 -0.375
C -1.325 -0.920 0.131 -0.088
C -0.107 1.279 -0.318 -0.067
C 1.239 -0.274 0.102 -0.149
H -1.321 -1.086 -0.953 0.082
H 1.970 -0.315 0.917 0.100
H -0.821 2.039 -0.631 0.100
H 1.873 1.551 -1.286 0.091
H -1.200 -1.876 0.649 0.075
H -2.289 -0.474 0.400 0.076
H -0.293 0.193 1.628 0.132
H 1.348 -1.176 -0.514 0.107
```

***

Which one is most stable, and which one is least stable? version D is the most stable of them, while version A is the least stable.

***

Version A
Below is a gas-phase ion, C2H3NOPS (charge +1), with properties calculated with ωB97M-V/def2-TZVPD.

Calculated values
net charge = +1
LUMO (spin up / spin down) = -6.7147 / -6.7129 eV
HOMO energy (spin up / spin down) = -14.74 / -14.74 eV
frontier orbital gap (spin up / spin down) = 8.0 / 8.0 eV

```
9
Properties=species:S:1:pos:R:3:lowdin_charge:R:1
S 1.156 1.428 -0.405 0.776
P 2.952 0.203 -0.126 0.928
O 2.072 -1.032 0.369 -0.532
N 0.804 -1.228 0.332 0.062
C -0.035 0.174 -0.069 -0.466
C -1.459 0.127 -0.085 -0.074
H -1.781 0.776 0.603 0.061
H -1.740 -0.838 0.372 0.130
H -1.968 0.389 -0.991 0.116
```

***

Version B
Below is 2 unconnected molecules or ions with the total composition C2H3NOPS, with properties calculated with ωB97M-V/def2-TZVPD.

Calculated values
net charge = +1
LUMO (spin up / spin down) = -5.6974 / -5.6930 eV
HOMO energy (spin up / spin down) = -13.02 / -13.01 eV
frontier orbital gap (spin up / spin down) = 7.3 / 7.3 eV

```
9
Properties=species:S:1:pos:R:3:lowdin_charge:R:1
S 0.148 1.926 -2.389 0.998
P 2.207 4.293 -1.955 0.972
O 2.086 3.442 -0.743 -0.863
N 1.904 2.692 0.156 0.150
C 0.124 1.035 -1.159 -0.548
C -0.068 0.062 -0.172 -0.085
H 0.548 0.230 0.715 0.112
H -1.124 0.054 0.123 0.132
H 0.169 -0.925 -0.589 0.132
```

***

Which one is most stable, and which one is least stable? version A is the most stable of them, while version B is the least stable.